{
  "formula": "H42O21",
  "method": "ωB97M-V/def2-TZVPD",
  "symbols": ["O", "H", "H", "O", "H", "H", "O", "H", "H", "O", "H", "H", "O", "H", "H", "O", "H", "H", "O", "H", "H", "O", "H", "H", "O", "H", "H", "O", "H", "H", "O", "H", "H", "O", "H", "H", "O", "H", "H", "O", "H", "H", "O", "H", "H", "O", "H", "H", "O", "H", "H", "O", "H", "H", "O", "H", "H", "O", "H", "H", "O", "H", "H"],
  "xyz": [[3.127, 0.797, -4.153], [3.823, 1.183, -3.623], [2.544, 1.400, -4.613], [-3.829, -0.915, -1.582], [-4.355, -0.487, -2.260], [-3.850, -1.866, -1.715], [-0.046, 2.116, 2.297], [-0.954, 1.881, 2.073], [0.227, 2.645, 1.528], [0.518, -2.821, -3.569], [0.168, -3.665, -3.251], [1.451, -3.066, -3.314], [2.212, -1.313, 3.803], [1.670, -1.869, 4.356], [2.505, -0.443, 4.082], [2.100, -1.675, -0.278], [1.214, -1.852, 0.067], [2.050, -0.788, -0.654], [-2.783, -2.079, 1.779], [-2.863, -2.830, 2.375], [-2.656, -2.456, 0.901], [3.467, 2.347, 2.872], [3.197, 2.166, 3.784], [2.681, 2.116, 2.374], [2.096, -3.084, 1.934], [2.482, -2.349, 2.466], [2.659, -2.931, 1.163], [2.580, -3.986, -2.304], [2.917, -3.096, -2.096], [1.906, -3.999, -1.609], [-1.871, -4.358, -0.103], [-1.994, -5.007, -0.791], [-1.285, -3.620, -0.270], [-4.747, 1.294, 1.132], [-4.732, 0.535, 1.722], [-3.869, 1.677, 1.066], [-0.718, -0.779, 0.995], [-1.295, -0.973, 1.770], [-0.254, -0.019, 1.385], [-0.739, 2.966, -4.641], [-1.456, 3.151, -4.023], [0.036, 3.306, -4.182], [-2.775, 2.699, -2.339], [-2.374, 2.464, -1.493], [-3.334, 1.942, -2.537], [-0.581, 0.063, -3.036], [0.026, -0.618, -3.362], [-1.026, 0.314, -3.853], [1.540, 3.809, -2.333], [2.089, 3.335, -2.951], [1.130, 3.435, -1.559], [1.369, 1.682, 4.515], [0.789, 2.219, 5.050], [0.986, 1.180, 3.794], [-0.984, -1.837, 3.992], [-0.493, -1.816, 4.818], [-0.535, -2.471, 3.423], [0.266, 4.468, 1.032], [0.821, 4.722, 1.776], [0.837, 4.396, 0.261], [-0.143, 1.218, -0.545], [-0.685, 0.573, -0.070], [-0.256, 0.969, -1.477]],
  "de_lowest_kj_mol": 661.8,
  "homo_energy_ev": -10.691,
  "total_energy_ha": -1605.1720,
  "homo_lumo_gap_ev": 10.46,
  "charge": 0,
  "lumo_energy_ev": -0.2,
  "fmax_ev_per_a": 2.38
}

{
  "formula": "C5H15NO",
  "method": "ωB97M-V/def2-TZVPD",
  "symbols": ["C", "C", "C", "N", "C", "C", "H", "H", "H", "H", "H", "H", "H", "H", "H", "H", "H", "H", "H", "H", "H", "O"],
  "xyz": [[-1.704, 1.254, 0.040], [-1.976, 2.493, -0.829], [-0.578, 0.387, -0.503], [-0.056, -0.657, 0.366], [1.084, -0.477, 1.219], [1.294, 0.923, 1.839], [-2.605, 0.652, 0.128], [-1.505, 1.568, 1.063], [-2.880, 2.405, -1.441], [-2.059, 3.389, -0.217], [-1.151, 2.688, -1.517], [-0.902, -0.115, -1.427], [0.260, 1.014, -0.796], [-0.708, -1.379, 0.627], [1.999, -0.683, 0.655], [1.059, -1.225, 2.018], [1.515, 0.895, 2.908], [0.410, 1.558, 1.782], [2.090, 1.492, 1.362], [1.967, -2.756, -1.217], [1.292, -3.100, -2.543], [1.714, -3.508, -1.781]],
  "de_lowest_kj_mol": 110.3,
  "homo_energy_ev": -8.273,
  "total_energy_ha": -329.4656,
  "homo_lumo_gap_ev": 9.17,
  "charge": 0,
  "lumo_energy_ev": 0.9,
  "smiles": "CCCNCC.O",
  "fmax_ev_per_a": 0.87
}

{
  "formula": "C3H11N4OPS",
  "method": "ωB97M-V/def2-TZVPD",
  "symbols": ["C", "C", "C", "N", "N", "N", "N", "O", "P", "S", "H", "H", "H", "H", "H", "H", "H", "H", "H", "H", "H"],
  "xyz": [[1.510, -0.508, 1.382], [1.659, -1.318, 0.110], [1.489, 0.823, 0.695], [1.285, -0.335, -0.988], [1.358, 0.959, -0.516], [-1.268, 0.627, -1.335], [-3.441, 0.344, -0.027], [-1.094, 0.717, 1.292], [-1.844, -0.081, 0.301], [-1.495, -2.005, 0.160], [0.483, -0.781, 1.800], [2.210, -0.375, 2.077], [2.617, -1.721, -0.149], [0.983, -2.100, -0.055], [1.557, 1.667, 1.366], [1.829, -0.427, -1.864], [-1.013, 1.535, -1.030], [-1.902, 0.495, -2.217], [-0.345, 0.013, -1.504], [-3.695, 1.157, 0.374], [-4.009, -0.462, 0.133]],
  "de_lowest_kj_mol": 0.0,
  "homo_energy_ev": -8.459,
  "total_energy_ha": -1154.7138,
  "homo_lumo_gap_ev": 9.18,
  "charge": 0,
  "lumo_energy_ev": 0.7,
  "smiles": "N[P@@]([NH3+])([O-])=S.C1=NNCC1",
  "fmax_ev_per_a": 5.63
}

{
  "formula": "O2",
  "method": "ωB97M-V/def2-TZVPD",
  "symbols": ["O", "O"],
  "xyz": [[0.000, 0.000, 0.757], [0.000, 0.000, -0.757]],
  "de_lowest_kj_mol": 433.8,
  "homo_energy_ev": [-24.818, -24.980],
  "total_energy_ha": -149.7316,
  "homo_lumo_gap_ev": [8.87, 9.60],
  "spin_multiplicity": 2,
  "charge": 1,
  "lumo_energy_ev": [-16.0, -15.4],
  "fmax_ev_per_a": 14.09,
  "s_squared": 0.7535
}

{
  "formula": "C36H72F12N4O11",
  "method": "ωB97M-V/def2-TZVPD",
  "symbols": ["C", "C", "C", "C", "N", "C", "C", "C", "C", "C", "C", "C", "H", "H", "H", "H", "H", "H", "H", "H", "H", "H", "H", "H", "H", "H", "H", "H", "H", "H", "H", "H", "H", "H", "H", "H", "C", "C", "O", "N", "H", "H", "C", "H", "H", "H", "H", "H", "H", "C", "C", "O", "N", "H", "H", "C", "H", "H", "H", "H", "H", "H", "C", "C", "O", "N", "H", "H", "C", "H", "H", "H", "H", "H", "H", "C", "O", "O", "C", "F", "F", "F", "C", "C", "H", "H", "H", "H", "H", "H", "C", "O", "O", "C", "F", "F", "F", "C", "C", "H", "H", "H", "H", "H", "H", "C", "O", "O", "C", "F", "F", "F", "C", "C", "H", "H", "H", "H", "H", "H", "C", "O", "O", "C", "F", "F", "F", "C", "C", "H", "H", "H", "H", "H", "H"],
  "xyz": [[1.495, 9.165, 1.411], [2.334, 8.136, 2.143], [1.877, 6.656, 1.969], [2.661, 5.679, 2.694], [2.396, 4.202, 2.312], [2.900, 3.113, 3.231], [1.911, 1.937, 3.323], [0.776, 2.399, 2.484], [0.875, 3.897, 2.327], [2.864, 3.867, 0.860], [4.346, 4.278, 0.603], [4.690, 4.410, -0.867], [1.887, 10.145, 1.685], [0.507, 9.208, 1.869], [1.427, 8.858, 0.368], [2.483, 8.328, 3.206], [3.308, 8.355, 1.706], [1.923, 6.421, 0.906], [0.856, 6.530, 2.328], [2.334, 5.793, 3.728], [3.721, 5.921, 2.623], [3.920, 2.860, 2.943], [3.049, 3.532, 4.227], [2.309, 0.943, 3.119], [1.387, 1.869, 4.276], [0.799, 1.916, 1.507], [-0.217, 2.074, 2.796], [0.384, 4.172, 1.393], [0.465, 4.416, 3.193], [2.202, 4.477, 0.244], [2.781, 2.796, 0.675], [4.961, 3.492, 1.042], [4.642, 5.213, 1.080], [4.280, 5.306, -1.332], [4.377, 3.641, -1.574], [5.763, 4.576, -0.960], [2.489, -5.951, -0.067], [3.531, -4.806, -0.120], [3.274, -3.609, -0.241], [5.003, -5.272, 0.013], [5.377, -5.467, 0.931], [5.075, -6.167, -0.449], [6.005, -4.443, -0.818], [2.827, -6.973, -0.240], [1.768, -5.586, -0.797], [2.069, -5.987, 0.939], [5.630, -4.329, -1.835], [6.911, -5.042, -0.729], [6.086, -3.495, -0.286], [-1.718, -6.894, -0.193], [-2.479, -6.012, 0.757], [-3.247, -6.371, 1.678], [-2.434, -4.495, 0.357], [-2.064, -3.863, 1.053], [-1.683, -4.497, -0.318], [-3.825, -4.105, -0.196], [-0.663, -6.884, 0.081], [-1.870, -6.625, -1.238], [-2.157, -7.891, -0.238], [-4.133, -4.728, -1.035], [-3.954, -3.056, -0.461], [-4.531, -4.175, 0.632], [2.218, -1.023, -1.737], [1.702, -0.893, -0.321], [2.440, -0.472, 0.587], [0.265, -1.454, -0.089], [0.056, -2.136, -0.804], [0.101, -1.941, 0.780], [-0.836, -0.330, -0.160], [2.898, -1.872, -1.670], [2.958, -0.248, -1.939], [1.415, -1.035, -2.474], [-0.738, -0.059, -1.211], [-0.534, 0.535, 0.431], [-1.769, -0.862, 0.027], [-0.203, -4.187, -2.845], [1.100, -3.584, -3.140], [-0.380, -3.849, -1.458], [-1.310, -3.805, -3.956], [-2.579, -3.766, -3.509], [-1.000, -2.569, -4.374], [-1.251, -4.704, -4.966], [1.974, -4.429, -4.037], [3.305, -3.611, -4.239], [3.829, -4.147, -5.031], [3.165, -2.606, -4.637], [4.019, -3.659, -3.417], [1.475, -4.700, -4.968], [2.290, -5.363, -3.572], [-0.140, -5.258, -3.038], [0.952, 3.182, -2.544], [0.858, 4.442, -3.254], [0.344, 3.252, -1.289], [0.437, 2.150, -3.641], [1.098, 2.327, -4.800], [0.456, 0.832, -3.354], [-0.866, 2.449, -3.918], [1.388, 5.640, -2.598], [0.934, 6.770, -3.474], [-0.110, 7.038, -3.309], [1.436, 7.737, -3.479], [1.066, 6.530, -4.529], [2.469, 5.519, -2.533], [1.002, 5.897, -1.611], [1.963, 2.829, -2.344], [-1.596, -2.414, 3.317], [-2.979, -2.471, 2.732], [-0.765, -2.983, 2.341], [-1.111, -0.950, 3.806], [0.031, -0.889, 4.500], [-1.095, -0.037, 2.860], [-2.048, -0.512, 4.674], [-4.064, -2.478, 3.581], [-5.228, -2.129, 2.809], [-6.118, -2.218, 3.431], [-5.242, -1.107, 2.428], [-5.428, -2.787, 1.964], [-4.133, -1.743, 4.382], [-4.243, -3.418, 4.104], [-1.697, -3.145, 4.120], [-6.280, 0.810, -0.405], [-7.121, -0.012, 0.383], [-6.696, 2.192, -0.503], [-4.804, 0.504, 0.023], [-4.584, 1.115, 1.198], [-4.497, -0.754, 0.094], [-3.893, 1.045, -0.804], [-7.735, -1.140, -0.275], [-8.521, -1.990, 0.832], [-9.027, -2.759, 0.248], [-7.991, -2.495, 1.639], [-9.238, -1.242, 1.171], [-7.010, -1.898, -0.573], [-8.485, -0.806, -0.991], [-6.260, 0.282, -1.358]],
  "homo_energy_ev": [-2.981, -2.981],
  "total_energy_ha": -3659.5708,
  "homo_lumo_gap_ev": [4.45, 4.29],
  "spin_multiplicity": 2,
  "charge": -1,
  "lumo_energy_ev": [1.5, 1.3],
  "fmax_ev_per_a": 5.09,
  "s_squared": 0.7534
}

{
  "formula": "C17H31Cl3O2P2Zr",
  "method": "ωB97M-V/def2-TZVPD",
  "symbols": ["P", "P", "C", "C", "H", "H", "H", "H", "C", "H", "H", "H", "C", "H", "H", "H", "C", "H", "H", "H", "C", "H", "H", "H", "Zr", "C", "C", "C", "C", "C", "C", "C", "C", "C", "H", "H", "H", "H", "H", "H", "H", "H", "H", "H", "H", "H", "H", "H", "H", "Cl", "C", "Cl", "Cl", "C", "O", "O"],
  "xyz": [[0.187, -1.548, -3.200], [0.055, 1.593, -3.094], [-0.198, -0.645, -4.789], [0.317, 0.795, -4.763], [-1.290, -0.682, -4.921], [0.276, -1.208, -5.604], [1.397, 0.844, -4.976], [-0.217, 1.408, -5.502], [-1.540, 2.435, -3.461], [-1.741, 3.149, -2.649], [-2.351, 1.694, -3.519], [-1.442, 2.969, -4.417], [1.172, 3.026, -3.329], [0.932, 3.525, -4.278], [2.213, 2.669, -3.335], [1.017, 3.717, -2.487], [-0.939, -2.971, -3.448], [-0.718, -3.714, -2.668], [-0.768, -3.403, -4.444], [-1.978, -2.623, -3.352], [1.750, -2.353, -3.743], [2.553, -1.605, -3.811], [1.582, -2.823, -4.721], [2.014, -3.117, -2.997], [-0.233, -0.050, 3.907], [0.654, 1.375, 1.930], [-0.731, 1.297, 1.844], [-1.498, 0.587, 0.736], [-1.886, -0.869, 1.088], [-0.855, -1.531, 2.001], [0.509, -1.461, 1.785], [1.198, -0.759, 0.647], [1.616, 0.688, 1.001], [0.099, -1.998, 4.797], [1.056, 2.269, 2.395], [-1.239, 2.229, 2.189], [-0.946, 0.622, -0.211], [-2.406, 1.182, 0.560], [-2.862, -0.817, 1.602], [-2.014, -1.479, 0.169], [-1.208, -2.483, 2.446], [1.172, -2.136, 2.369], [0.535, -0.751, -0.231], [2.099, -1.326, 0.396], [2.634, 0.656, 1.434], [1.691, 1.315, 0.099], [0.941, -1.812, 5.493], [0.471, -2.795, 4.108], [-0.731, -2.408, 5.414], [-1.323, 2.258, 7.986], [-0.223, 1.201, 7.137], [0.176, -0.283, 7.898], [-2.288, 0.515, 4.817], [0.849, 1.754, 6.183], [1.436, 2.791, 6.492], [1.024, 1.082, 5.024]],
  "de_lowest_kj_mol": 0.0,
  "homo_energy_ev": -11.855,
  "total_energy_ha": -2926.4902,
  "homo_lumo_gap_ev": 1.60,
  "charge": 2,
  "lumo_energy_ev": -10.3,
  "fmax_ev_per_a": 4.14
}